Entry one
ORCA calculation (wB97M-V/def2-TZVPD) on the ion C5H13N2O with charge +1.

Positions of all 21 atoms, in Å:
O: 0.54518 -1.27774 -1.19812
C: 0.14489 -1.26124 0.09200
N: 1.36847 -0.99376 0.99626
C: 2.60003 -1.47599 0.33354
C: -1.03215 -0.09989 0.09269
N: -1.68183 -0.21194 -1.14836
C: -1.38472 2.55229 0.06599
C: -0.38556 1.34989 0.13820
H: 1.13341 -1.53876 1.96295
H: 2.73545 -1.00952 -0.61942
H: 2.64350 -2.55288 0.08620
H: 3.50317 -1.24814 0.85611
H: -1.86236 -0.41855 0.92071
H: -1.04035 -0.61266 -2.01252
H: -0.33577 -2.17846 0.44779
H: -2.55346 -0.16605 -1.59410
H: -1.74852 2.80193 1.07838
H: -2.29342 2.31545 -0.47585
H: -0.92611 3.44616 -0.38677
H: 0.33872 1.28063 -0.70567
H: 0.23145 1.29923 1.07001

Output
HOMO energy = -14.134 eV
LUMO energy = -8.302 eV
Spin multiplicity = 1
Molecular weight = 117.17 g mol⁻¹
Total charge = +1

***

Entry two
ORCA calculation (wB97M-V/def2-TZVPD) on the ion C5H13N2O with charge +1.

Positions of all 21 atoms, in Å:
C: 1.40749 -0.34501 1.51505
O: 2.24913 0.13803 0.54605
C: -0.16079 -0.10686 1.22628
C: -0.78528 -1.04998 0.22817
C: -0.96185 -0.30297 -1.11100
C: -2.17957 -0.19905 -1.65860
N: 0.15280 0.16980 -1.81610
N: -0.12659 1.41598 0.86401
H: 1.35874 -1.40286 1.77317
H: 1.64645 0.33285 2.34981
H: 2.39949 -0.48700 -0.17303
H: -0.65982 -0.22691 2.19844
H: -1.71109 -1.44492 0.61072
H: -0.06498 -1.87050 0.03689
H: -2.57538 0.44737 -2.42566
H: -3.01371 -0.62267 -1.08651
H: 0.00635 0.60678 -2.71089
H: 0.97606 -0.40634 -1.82360
H: 0.41358 1.87715 1.59732
H: -1.02378 1.86890 0.66071
H: 0.48937 1.49968 0.03684

Output
HOMO energy = -12.401 eV
SMILES = C=C(N)C[C@H]([NH3+])CO
LUMO energy = -3.196 eV
Spin multiplicity = 1
Molecular weight = 117.17 g mol⁻¹
Total charge = +1

***

Result of the stability comparison: entry two is the most stable of them.

***

Entry one
ORCA calculation (wB97M-V/def2-TZVPD) on a cluster of 2 separate species, C5H13N2O in total.

Positions of all 21 atoms, in Å:
C: 0.07008 -0.75991 1.64775
C: 0.50686 -2.01780 1.74669
N: 1.50836 -2.43846 2.56624
N: -1.06703 -0.46049 0.74877
H: 0.47095 0.11423 2.14095
H: -0.02297 -2.80722 1.22597
H: 2.02941 -3.25042 2.28648
H: 2.04036 -1.71123 3.02144
H: -0.75120 0.05477 -0.10686
H: -1.73872 0.16403 1.19714
H: -1.56314 -1.30022 0.44685
C: 0.48469 2.24013 -0.12725
C: -0.46270 1.84846 -1.22742
C: -0.14220 0.94876 -2.15334
O: -0.97664 0.60124 -3.16239
H: -0.03294 2.31410 0.83249
H: 1.34203 1.57657 -0.04018
H: 0.86214 3.24674 -0.31240
H: -1.37598 2.41522 -1.31081
H: 0.82167 0.43338 -2.13992
H: -0.49598 0.09062 -3.82139

Output
HOMO energy = -12.499 eV
LUMO energy = -3.002 eV
Spin multiplicity = 1
Molecular weight = 117.17 g mol⁻¹
Total charge = +1

***

Entry two
ORCA calculation (wB97M-V/def2-TZVPD) on a cluster of 2 separate species, C5H13N2O in total.

Positions of all 21 atoms, in Å:
C: -1.23373 -1.52716 0.31852
O: 1.20615 -1.83432 -1.28049
C: -0.82522 -0.53936 1.41468
C: 0.66987 -0.15415 1.39603
C: 1.11910 0.50637 0.12255
N: -0.94725 1.09219 -1.79405
C: -0.32763 2.02648 -1.21613
N: 0.49918 1.78287 -0.11154
H: -0.67485 -2.45713 0.35721
H: -2.29669 -1.72202 0.39299
H: -1.03683 -1.07524 -0.65028
H: -1.09648 -0.99831 2.40517
H: -1.42858 0.38608 1.39190
H: 0.80698 0.54748 2.24724
H: 1.23876 -1.07459 1.61322
H: 1.22706 -0.94260 -0.85406
H: 2.19242 0.66536 -0.00623
H: -1.43688 1.47994 -2.60438
H: 1.84928 -1.87704 -2.00275
H: -0.40057 3.10521 -1.45857
H: 0.89589 2.60995 0.31896

Output
HOMO energy = -14.521 eV
LUMO energy = -8.373 eV
Spin multiplicity = 1
Molecular weight = 117.17 g mol⁻¹
Total charge = +1

***

Result of the stability comparison: entry one is the most stable of them.

***

Entry one
ORCA calculation (wB97M-V/def2-TZVPD) on a cluster of 2 separate species, C5H13N2O in total.

Positions of all 21 atoms, in Å:
C: -0.80899 0.28113 -1.73383
C: -1.55205 0.74725 -0.38082
C: -0.65151 0.93474 0.74693
C: -0.52118 -0.10600 1.73628
N: 0.56658 -1.08552 1.41500
C: 0.76897 -0.10435 2.49348
N: -0.30202 -1.03948 -1.75004
H: -1.46472 0.44326 -2.56276
H: -0.00440 1.01925 -1.73811
H: -2.00858 1.71694 -0.59725
H: -2.32987 0.02108 -0.12617
H: -0.54284 1.99586 0.96474
H: -1.42823 -0.55522 2.12553
H: 1.54356 0.61408 2.24524
H: 0.77253 -0.54136 3.48487
H: -0.96479 -1.77042 -1.96047
H: 0.20456 -1.27957 -0.91376
H: 1.82295 -0.14319 -1.69640
H: 3.30715 -0.08992 -1.39131
H: 1.13578 -0.77816 0.62237
O: 2.45713 -0.28041 -0.98353

Output
HOMO energy = -14.052 eV
LUMO energy = -6.995 eV
Spin multiplicity = 1
Molecular weight = 117.17 g mol⁻¹
Total charge = +1

***

Entry two
ORCA calculation (wB97M-V/def2-TZVPD) on a cluster of 2 separate species, C5H13N2O in total.

Positions of all 21 atoms, in Å:
C: 2.92756 -0.27232 -1.07567
C: 1.45906 0.02518 -0.75984
C: 0.36482 2.11869 0.02262
N: 1.35192 1.32749 -0.06493
H: 3.38261 0.59363 -1.56190
H: 3.53189 -0.50086 -0.19883
H: 2.92951 -1.13765 -1.73372
H: 0.89803 0.07498 -1.69051
H: 1.05813 -0.80788 -0.17862
H: 0.53537 3.11562 0.41186
H: -0.62476 1.82831 -0.30722
H: 2.25347 1.68875 0.23562
C: -2.16735 -2.22340 0.78796
N: -2.61191 -0.99908 1.19642
C: -2.06906 0.19231 0.57945
O: -1.07178 -2.45340 0.34080
H: -2.90888 -3.02561 0.91716
H: -3.48001 -0.97049 1.70166
H: -1.01764 -0.04810 0.44413
H: -2.13891 1.03235 1.27482
H: -2.60207 0.44146 -0.34124

Output
HOMO energy = -12.987 eV
LUMO energy = -5.083 eV
Spin multiplicity = 1
Molecular weight = 117.17 g mol⁻¹
Total charge = +1

***

Entry three
ORCA calculation (wB97M-V/def2-TZVPD) on a cluster of 2 separate species, C5H13N2O in total.

Positions of all 21 atoms, in Å:
C: -2.39915 0.54548 -0.87415
C: -2.94287 -0.44360 -1.57089
C: -1.26494 1.14438 1.12912
N: -1.92770 0.29447 0.44571
H: -2.32362 1.56524 -1.21085
H: -3.05265 -1.42824 -1.13433
H: -3.28728 -0.24835 -2.57491
H: -0.95027 0.96692 2.14581
H: -1.10466 2.11087 0.66695
H: -1.95419 -0.68292 0.72891
C: 1.82135 -0.36424 -0.57147
O: 0.75171 0.53798 -0.90501
C: 2.05233 -0.26872 0.92434
N: 3.02402 -1.30254 1.31276
H: 1.56635 -1.37453 -0.88945
H: 2.73187 -0.04689 -1.08324
H: 0.67396 0.51771 -1.84819
H: 2.41587 0.74502 1.13206
H: 1.11455 -0.38512 1.47238
H: 3.28377 -1.15788 2.28272
H: 3.87589 -1.06948 0.80439

Output
HOMO energy = -12.611 eV
LUMO energy = -5.139 eV
Spin multiplicity = 1
Molecular weight = 117.17 g mol⁻¹
Total charge = +1

***

Result of the stability comparison: entry two is the most stable of them.

***

Entry one
ORCA calculation (wB97M-V/def2-TZVPD) on a cluster of 2 separate species, C5H13N2O in total.

Positions of all 21 atoms, in Å:
C: 0.55667 0.26761 -0.18206
C: -2.52586 -0.37869 0.93755
C: 1.00164 -2.19245 -0.42206
C: 1.97672 2.17401 0.22872
C: -2.07302 -0.04076 -0.43198
N: 1.33225 -0.75028 -0.19042
N: 0.76515 1.49291 -0.15931
O: -2.41149 1.14516 -0.80700
H: -2.24078 -1.31856 1.16174
H: -3.58652 -0.36181 0.94698
H: -2.28042 0.29163 1.75169
H: 1.06335 -2.40277 -1.50444
H: 1.52847 -2.81550 0.23502
H: 0.02954 -2.41424 0.05023
H: 2.41845 2.68126 -0.60818
H: 2.81116 1.44530 0.58317
H: 1.89773 2.75704 1.06869
H: -1.86187 -0.76211 -1.21643
H: 2.34918 -0.73926 0.23346
H: -0.14894 1.92336 -0.16114
H: -2.31435 1.47994 -1.71529

Output
HOMO energy = -12.283 eV
LUMO energy = -3.947 eV
Spin multiplicity = 1
Molecular weight = 117.17 g mol⁻¹
Total charge = +1

***

Entry two
ORCA calculation (wB97M-V/def2-TZVPD) on a cluster of 2 separate species, C5H13N2O in total.

Positions of all 21 atoms, in Å:
C: -1.17581 -1.85018 -0.32548
C: -1.42523 -2.93082 -1.02850
C: -2.43646 -0.22199 -1.52737
N: -1.62367 -0.49676 -0.55106
H: -0.66742 -2.03920 0.60760
H: -1.95120 -2.81763 -1.97403
H: -1.13768 -3.89914 -0.63317
H: -2.92358 0.74724 -1.55975
H: -2.52497 -0.83944 -2.41734
C: 2.23516 1.30724 1.08688
O: 3.44648 1.10968 0.31584
C: 1.08328 1.03416 0.15934
N: -0.13150 1.09784 1.02517
H: 2.18305 2.36687 1.40558
H: 2.15484 0.66436 1.99098
H: 4.05276 1.73452 0.74622
H: 1.03878 1.71292 -0.69111
H: 1.07927 0.02882 -0.27308
H: -0.41880 2.10687 1.22401
H: 0.08126 0.67051 1.90098
H: -0.93855 0.51414 0.51831

Output
HOMO energy = -13.491 eV
LUMO energy = -3.741 eV
Spin multiplicity = 1
Molecular weight = 117.17 g mol⁻¹
Total charge = +1

***

Entry three
ORCA calculation (wB97M-V/def2-TZVPD) on the ion C5H13N2O with charge +1.

Positions of all 21 atoms, in Å:
C: 0.13183 -1.33843 -1.92810
O: -0.66398 -0.27864 -2.41964
C: 1.51139 -0.80546 -1.55507
C: 1.59340 0.10418 -0.30978
C: 0.26335 0.60208 0.27693
N: -1.95889 1.08074 2.23354
C: -0.81771 0.48501 2.51471
N: 0.09111 0.12383 1.66389
H: 0.26397 -2.14595 -2.63047
H: -0.37530 -1.76040 -1.05594
H: -1.12244 -0.49616 -3.24385
H: 1.88619 -0.30342 -2.44283
H: 2.16746 -1.65976 -1.40888
H: 2.15248 -0.44388 0.44510
H: 2.18781 0.99138 -0.49370
H: -0.54631 0.26359 -0.36458
H: 0.21362 1.68065 0.32959
H: -2.63430 1.23993 2.97556
H: -2.16969 1.42047 1.30264
H: -0.70281 0.28046 3.56436
H: 0.84982 -0.40313 2.06485

Output
HOMO energy = -13.627 eV
SMILES = N/C=[NH+]\CCCCO
LUMO energy = -3.263 eV
Spin multiplicity = 1
Molecular weight = 117.17 g mol⁻¹
Total charge = +1

***

Result of the stability comparison: entry three is the most stable of them.